Below is a structure of composition C12H17N2O7SW, with properties calculated with wB97M-V/def2-TZVPD.

The geometry in XYZ format:
```
40
C12H17N2O7SW, DFT wB97M-V/def2-TZVPD
W 1.12 0.38 0.85
N 0.29 1.41 2.75
C 0.49 0.70 4.07
C 1.78 -0.01 4.04
O 0.61 -0.98 1.69
N 2.73 -0.64 3.97
C 3.83 -0.92 3.03
C 3.29 -0.21 1.78
O 3.06 -0.71 0.67
O 2.72 0.94 1.98
H 0.67 2.35 2.81
H -0.72 1.52 2.62
H -0.29 -0.05 4.22
H 0.48 1.41 4.91
H 3.94 -2.00 2.88
H 4.75 -0.48 3.41
C 2.96 3.15 -0.01
O 1.67 2.41 0.11
H 3.52 2.73 -0.83
H 3.48 3.04 0.93
H 2.72 4.19 -0.19
H 1.06 2.77 -0.56
C -4.51 -2.92 -3.70
C -3.49 -2.02 -3.09
C -2.65 -2.49 -2.06
C -1.69 -1.70 -1.51
C -1.56 -0.38 -2.00
C -2.38 0.13 -3.03
C -3.34 -0.70 -3.56
S -0.40 0.65 -1.39
O -0.17 1.85 -2.11
O -0.61 1.01 0.17
O 0.92 -0.14 -1.03
H -4.88 -3.65 -2.98
H -4.04 -3.47 -4.52
H -5.35 -2.36 -4.11
H -2.77 -3.51 -1.71
H -1.03 -2.08 -0.73
H -2.25 1.14 -3.40
H -3.98 -0.34 -4.35
```

Summary:
Orbital gap: 6.2 eV
Relative energy (zero: lowest compared OMol25 entry of this formula, charge and spin): 1.4 kJ/mol
LUMO energy: -11.99 eV
Charge: +3
Largest force on an atom: 0.99 eV/A

Atomic partial charges in e from the Löwdin method, atoms 1 to 5: 1.925, -0.002, -0.042, 0.111, -0.258


Below is a cluster of 6 separate species, H11O5S in total, with properties calculated with wB97M-V/def2-TZVPD.

The geometry in XYZ format:
```
17
H11O5S, DFT wB97M-V/def2-TZVPD
S -0.94 -0.33 -0.28
H -1.89 0.12 0.53
H 1.71 1.77 -0.79
H 1.07 0.72 -1.65
O 1.80 1.35 -1.65
H 1.74 -1.41 -1.01
H 1.96 -2.03 0.30
O 2.47 -1.72 -0.47
H -1.71 -3.41 -0.11
H -1.96 -3.90 -1.51
O -1.45 -4.12 -0.72
H 3.77 -0.14 0.81
H 2.90 0.81 1.63
O 3.76 0.37 1.64
H -5.13 3.71 1.04
H -3.65 3.85 1.01
O -4.45 4.35 1.25
```

Summary:
Orbital gap: 6.9 eV
Relative energy (zero: lowest compared OMol25 entry of this formula, charge and spin): 134.1 kJ/mol
LUMO energy: 3.07 eV
Charge: -1
Largest force on an atom: 0.60 eV/A

Atomic partial charges in e from the Löwdin method, atoms 1 to 5: -0.139, -0.477, 0.012, -0.071, -0.116


Below is a cluster of 2 separate species, C4H7IO in total at a distorted geometry, with properties calculated with wB97M-V/def2-TZVPD.

The geometry in XYZ format:
```
13
C4H7IO, DFT wB97M-V/def2-TZVPD
C -0.17 1.12 0.04
C -1.07 0.03 -0.25
C 1.33 1.11 0.28
C -0.26 -1.90 -0.12
O -0.71 0.92 -1.29
I -3.12 -0.18 0.20
H -0.62 1.86 0.72
H 1.59 0.70 1.33
H 1.74 2.15 -0.08
H 1.73 0.48 -0.55
H -1.01 -2.51 -0.46
H -0.01 -1.87 0.90
H 0.57 -1.92 -0.73
```

Summary:
Orbital gap: 9.5 eV
Relative energy (zero: lowest compared OMol25 entry of this formula, charge and spin): 329.2 kJ/mol
LUMO energy: 0.44 eV
Charge: 0
Largest force on an atom: 5.37 eV/A

Atomic partial charges in e from the Löwdin method, atoms 1 to 5: -0.434, -0.780, -0.055, 0.062, -0.064


Below is an isolated molecule of CH3FINS at a distorted geometry, with properties calculated with wB97M-V/def2-TZVPD.

The geometry in XYZ format:
```
8
CH3FINS, DFT wB97M-V/def2-TZVPD
C -0.10 -0.37 0.07
N -1.05 -0.93 0.96
F -2.57 -2.07 -1.04
S -2.57 -1.45 0.53
I -3.76 0.58 0.06
H 0.88 -0.18 0.45
H -0.40 0.49 -0.37
H 0.01 -1.23 -0.61
```

Summary:
Orbital gap (alpha / beta): 8.2 / 8.2 eV
Relative energy (zero: lowest compared OMol25 entry of this formula, charge and spin): 87.7 kJ/mol
LUMO energy (alpha / beta): -0.87 / -0.87 eV
Charge: 0
Largest force on an atom: 6.30 eV/A

Atomic partial charges in e from the Löwdin method, atoms 1 to 5: -0.229, -0.444, -0.470, 0.534, 0.432


Below is a cluster of 2 separate species, C10H16 in total, with properties calculated with wB97M-V/def2-TZVPD.

The geometry in XYZ format:
```
26
C10H16, DFT wB97M-V/def2-TZVPD
C -1.82 -0.67 -2.55
C -1.29 -0.59 -1.10
C 0.04 0.13 -1.05
C 0.18 1.43 -0.60
C 1.40 2.08 -0.70
C 2.50 1.41 -1.21
C 2.36 0.11 -1.68
C 1.13 -0.52 -1.63
H -1.05 -0.55 -3.31
H -2.51 0.17 -2.70
H -2.41 -1.56 -2.78
H -2.07 -0.12 -0.51
H -1.21 -1.60 -0.71
H -0.64 1.93 -0.13
H 1.57 3.08 -0.36
H 3.47 1.89 -1.25
H 3.19 -0.46 -2.09
H 1.00 -1.51 -2.05
C -0.93 -0.59 2.66
C -0.05 -0.56 3.92
H -1.76 -1.26 2.88
H -1.21 0.42 2.38
H -0.42 -1.00 1.78
H 1.01 -0.42 3.74
H -0.15 -1.49 4.48
H -0.35 0.25 4.59
```

Summary:
Orbital gap: 10.0 eV
Relative energy (zero: lowest compared OMol25 entry of this formula, charge and spin): 39.1 kJ/mol
LUMO energy: 0.97 eV
SMILES string: CCc1ccccc1.CC
Charge: 0
Largest force on an atom: 0.90 eV/A

Atomic partial charges in e from the Löwdin method, atoms 1 to 5: -0.094, -0.213, -0.258, -0.046, -0.082


Below is a structure of composition C33H27CoFN4OPS at a distorted geometry, with properties calculated with wB97M-V/def2-TZVPD.

The geometry in XYZ format:
```
69
C33H27CoFN4OPS, DFT wB97M-V/def2-TZVPD
Co 0.19 -1.15 -0.17
C 3.52 -3.54 -0.95
C 2.34 -2.62 -1.01
N 1.51 -2.46 0.03
N 1.63 -3.28 1.10
C 0.66 -3.20 1.95
N 0.69 -4.04 3.05
S -0.67 -2.10 1.84
C 1.97 -1.89 -2.14
C 2.57 -1.98 -3.42
C 1.99 -1.38 -4.50
C 0.77 -0.68 -4.32
C 0.25 -0.58 -3.06
N 0.83 -1.10 -1.97
H 3.43 -4.17 -0.07
H 4.45 -2.97 -0.88
H 3.57 -4.17 -1.84
H 1.59 -4.44 3.25
H 0.18 -3.69 3.84
H 3.49 -2.55 -3.53
H 2.43 -1.47 -5.49
H 0.26 -0.22 -5.16
H -0.68 -0.05 -2.90
O -1.16 -3.34 -1.20
C -1.30 -2.19 -0.86
C -2.62 -1.49 -0.99
C -3.75 -2.19 -1.42
C -4.96 -1.54 -1.56
C -5.06 -0.17 -1.31
C -3.94 0.54 -0.90
C -2.73 -0.12 -0.71
P -1.12 0.55 -0.22
C -0.97 2.19 -1.02
C -1.78 3.24 -0.58
C -1.68 4.50 -1.15
C -0.76 4.73 -2.16
C 0.07 3.70 -2.59
C -0.03 2.44 -2.02
C -1.17 1.09 1.50
C -2.11 0.88 2.42
C -1.83 1.15 3.82
C -0.63 1.56 4.23
C 0.53 1.79 3.30
C 0.22 1.56 1.80
H -3.65 -3.25 -1.64
H -5.84 -2.08 -1.89
H -6.01 0.34 -1.43
H -4.01 1.60 -0.72
H -2.47 3.07 0.24
H -2.31 5.31 -0.80
H -0.68 5.72 -2.61
H 0.80 3.88 -3.36
H 0.63 1.65 -2.33
H -3.07 0.45 2.13
H -2.63 1.01 4.54
H -0.44 1.73 5.28
H 0.88 2.82 3.46
H 0.40 2.48 1.22
F 3.84 1.96 4.12
C 3.02 1.47 3.15
C 3.37 1.59 1.82
C 2.49 1.14 0.83
C 1.24 0.46 1.29
C 1.56 -0.24 2.54
C 1.73 0.82 3.59
H 4.29 2.09 1.57
H 2.65 1.42 -0.20
H 2.22 -1.09 2.56
H 1.78 0.50 4.63
```

Summary:
Orbital gap (alpha / beta): 4.6 / 6.3 eV
Relative energy (zero: lowest compared OMol25 entry of this formula, charge and spin): 360.1 kJ/mol
LUMO energy (alpha / beta): 2.63 / 2.63 eV
Charge: -1
Spin multiplicity: 4
Largest force on an atom: 1.98 eV/A

Atomic partial charges in e from the Löwdin method, atoms 1 to 5: 0.112, -0.040, -0.269, -0.079, 0.015


no.,calculated total energy (eV)
1,-42664.0362
2,-21253.0826
3,-14405.8202
4,-24226.7822
5,-10629.3381
6,-103132.4150